Molecular formula: C10H29Cl2GeO5PtSSi3
Method: DFT, wB97M-V/def2-TZVPD

Structure (ORCA input):
```
! RIJCOSX wB97M-V def2-TZVPD def2/J DEFGRID3
* xyz -2 2
Pt -0.82154 -0.07506 0.82870
O -0.69809 -2.27051 -2.58496
S -1.70730 -1.88502 -1.58411
O -3.03990 -1.74556 -2.16388
O -1.28079 -0.44564 -1.11403
O -1.67743 -2.74762 -0.39379
Cl 2.40148 -2.06109 -0.07966
C 1.81956 -1.03094 -1.40127
Cl 3.16294 -0.60294 -2.51467
H 1.45207 -0.11227 -0.96043
H 1.04528 -1.56758 -1.95261
O -0.41546 0.22670 2.58895
C -4.33924 1.72899 0.99334
Si -2.93325 2.82818 1.58542
C -3.44934 4.63099 1.27704
C -2.74943 2.57516 3.43845
Ge -0.93844 2.24578 0.44831
Si -1.12971 2.64549 -1.88931
C -2.77086 2.08823 -2.60598
C 0.25835 1.85341 -2.87116
C -1.02318 4.52354 -2.18120
Si 1.03827 3.09972 1.44373
C 2.43526 1.88313 1.13318
C 1.55683 4.77984 0.72810
C 0.85610 3.31030 3.30412
H -5.26936 1.98146 1.51382
H -4.08779 0.68646 1.19769
H -4.50412 1.81556 -0.08174
H -4.37168 4.86952 1.81743
H -3.62421 4.81374 0.21374
H -2.67243 5.32416 1.61109
H -3.72479 2.57683 3.93567
H -2.12875 3.35234 3.89012
H -2.24807 1.61825 3.60848
H -2.90730 1.01632 -2.44369
H -2.78799 2.28873 -3.68270
H -3.60875 2.62459 -2.15097
H 0.12283 0.77015 -2.86665
H 1.24385 2.07618 -2.45204
H 0.24603 2.20560 -3.90778
H -1.79764 5.05596 -1.62170
H -1.15949 4.75035 -3.24405
H -0.05551 4.92534 -1.87097
H 2.59771 1.72994 0.06203
H 2.15155 0.91887 1.56145
H 3.38046 2.20903 1.57879
H 1.79675 4.69732 -0.33491
H 2.44117 5.16838 1.24397
H 0.75306 5.51388 0.83101
H 0.49709 2.35948 3.70482
H 0.12500 4.08434 3.55319
H 1.81028 3.57424 3.77148
*
```

Values from the calculation:
energy above the lowest of the compared OMol25 structures with the same formula, charge and spin = 0.7 kcal per mole
<S²> = 0.7639
E = -140357.763 eV

***

Molecular formula: C10H29N5O6Zn
Method: DFT, wB97M-V/def2-TZVPD

Structure (ORCA input):
```
! RIJCOSX wB97M-V def2-TZVPD def2/J DEFGRID3
* xyz 2 1
Zn -33.63389 -30.30963 19.24589
C -33.52796 -31.58910 22.20565
O -33.46499 -30.94624 21.14681
N -32.65556 -31.48101 23.22741
N -34.51195 -32.48217 22.48747
H -31.77120 -31.00644 23.16675
H -32.82544 -32.03569 24.04329
H -35.28325 -32.67520 21.87474
H -34.55844 -32.92947 23.38289
C -36.57930 -29.26515 20.23058
O -35.44221 -29.56119 19.84253
N -37.15360 -28.06260 20.08181
N -37.41938 -30.16869 20.82716
H -36.75034 -27.51166 19.33875
H -38.06373 -27.79574 20.40757
H -37.17664 -31.13774 20.70322
H -38.40270 -29.96526 20.82235
C -32.52346 -27.94108 21.14293
O -32.60160 -28.60258 19.88922
C -32.61782 -27.62380 18.85105
C -32.69660 -28.33219 17.50774
N -33.88203 -29.24535 17.46866
C -33.80594 -29.84656 16.09137
C -34.24840 -28.87737 14.98777
O -33.11165 -28.46353 14.28020
C -33.43523 -27.53990 13.24676
H -32.68834 -28.61105 21.98319
H -33.26833 -27.14456 21.21722
H -31.57080 -27.44695 21.34812
H -31.81881 -26.89136 18.97186
H -33.53521 -27.02614 18.94258
H -31.78578 -28.92146 17.37881
H -32.60718 -27.59945 16.70369
H -34.64440 -28.59298 17.29922
H -34.45138 -30.72321 16.00474
H -32.80054 -30.22308 15.90793
H -34.72535 -27.95941 15.36943
H -35.04232 -29.35732 14.40512
H -34.17488 -27.91220 12.53179
H -32.49243 -27.36932 12.73493
H -33.88923 -26.61009 13.60392
C -32.05779 -32.66638 18.54642
C -33.45091 -33.00368 18.05474
O -34.46606 -32.02392 18.48743
O -31.88472 -31.24574 18.67371
H -31.37481 -33.05436 17.79332
H -31.94010 -33.04118 19.56474
H -33.77013 -34.01395 18.30992
H -33.46810 -33.02543 16.96209
H -35.28406 -32.26050 18.03893
H -30.96731 -31.05870 18.44904
*
```

Values from the calculation:
energy above the lowest of the compared OMol25 structures with the same formula, charge and spin = 9.6 kcal per mole
E = -78982.105 eV

***

Molecular formula: C10H29NO7
Method: DFT, wB97M-V/def2-TZVPD

Structure (ORCA input):
```
! RIJCOSX wB97M-V def2-TZVPD def2/J DEFGRID3
* xyz 0 1
C 11.79215 -26.83819 30.34243
O 12.17164 -25.82369 31.22078
C 11.12796 -25.52374 32.24488
C 11.41612 -24.20305 32.97635
C 11.37380 -22.96864 32.14907
N 12.70750 -24.26082 33.69273
H 12.45599 -26.84131 29.47790
H 10.78409 -26.65562 29.97017
H 11.92981 -27.85665 30.70561
H 10.16009 -25.43344 31.75175
H 11.03660 -26.35992 32.93811
H 10.63750 -24.12211 33.73483
H 10.43102 -22.58027 31.76378
H 11.86247 -22.99630 31.17514
H 11.85861 -22.16512 32.70351
H 13.03552 -23.49023 34.25725
H 13.39435 -24.46408 32.98067
O 18.62887 -29.44856 30.89935
C 18.37551 -28.64591 32.11328
C 16.96128 -28.72589 32.63947
O 16.82078 -28.09892 33.90035
H 18.60319 -28.81449 30.17902
H 19.07402 -28.98050 32.88023
H 18.62421 -27.60239 31.92012
H 16.61944 -29.76057 32.61315
H 16.39403 -28.29242 31.81580
H 15.96285 -28.36807 34.23666
O 13.64233 -27.79514 32.85548
C 12.85918 -28.54330 33.76939
C 13.06606 -27.84720 35.10430
O 12.28087 -26.69718 35.27842
H 13.11848 -27.17212 32.34654
H 11.82252 -28.48230 33.43816
H 13.26712 -29.53933 33.94148
H 14.12220 -27.59984 35.21141
H 12.84655 -28.50422 35.94588
H 12.53079 -25.96223 34.71363
O 9.49444 -26.24131 35.13768
C 9.10642 -25.13959 35.99537
C 9.75700 -25.36675 37.34392
O 11.13223 -25.11868 37.44579
H 10.45421 -26.22143 35.14403
H 9.39962 -24.18793 35.55209
H 8.01746 -25.18038 36.02002
H 9.58757 -26.33468 37.81562
H 9.19571 -24.67084 37.96743
H 11.58145 -25.63633 36.77361
*
```

Values from the calculation:
energy above the lowest of the compared OMol25 structures with the same formula, charge and spin = 0.0 kcal per mole
structure (SMILES) = COC[C@H](C)N.OCCO.OCCO.OCCO
E = -26660.319 eV

***

Molecular formula: C10H30AgBrN6O4
Method: DFT, wB97M-V/def2-TZVPD

Structure (ORCA input):
```
! RIJCOSX wB97M-V def2-TZVPD def2/J DEFGRID3
* xyz 0 1
Ag -1.36093 0.62210 2.99794
Br -1.04339 0.37851 0.73277
C 1.05112 -3.22188 -1.13700
C 0.91562 -2.20821 0.05027
C 2.22514 -2.43212 0.89253
O 2.03854 -3.62366 1.66783
C 3.00055 -3.84552 2.60421
N 0.77396 -0.91267 -0.55730
H 2.04840 -3.37110 -1.55087
H 0.40520 -2.90747 -1.95678
H 0.67474 -4.22687 -0.94611
H 0.06532 -2.62342 0.59128
H 2.39444 -1.54726 1.50609
H 3.14485 -2.50239 0.31176
H 4.01541 -3.82143 2.20726
H 2.92466 -4.79264 3.13835
H 2.97295 -3.06223 3.36171
H -0.18788 -0.65414 -0.38960
H 1.21842 -0.17956 -0.02336
C 0.97518 3.79887 1.35658
C 0.79035 3.27147 -0.08600
C 1.92814 2.27430 -0.62340
O 1.43666 1.73816 -1.93004
C 1.95145 2.33633 -3.09836
N -0.49467 2.81676 -0.37840
H 0.14676 4.45079 1.63370
H 1.80137 4.50343 1.45203
H 1.11182 2.93040 2.00093
H 0.89540 4.04811 -0.84356
H 2.04596 1.48028 0.11399
H 2.87298 2.81778 -0.62370
H 1.81457 3.40354 -3.27281
H 1.24371 2.03086 -3.86900
H 2.99890 2.13802 -3.32556
H -0.41388 2.19860 -1.17304
H -0.72048 2.22044 0.40486
C -3.74128 1.34711 -0.33002
O -4.16839 0.76300 0.62839
N -4.45751 1.59378 -1.38193
N -2.57829 1.83947 -0.39664
H -5.39461 1.21812 -1.35308
H -4.13249 2.32445 -1.99883
H -1.86108 1.49555 0.22579
H -2.48935 2.61563 -1.03677
C -2.52658 -2.60013 0.59742
O -2.82029 -3.69255 1.00221
N -1.62637 -2.28041 -0.31190
N -3.00826 -1.50400 1.19776
H -1.24948 -1.34353 -0.29410
H -1.12936 -3.09720 -0.63736
H -3.78192 -1.64502 1.83152
H -2.69587 -0.56039 1.01856
*
```

Values from the calculation:
energy above the lowest of the compared OMol25 structures with the same formula, charge and spin = 282.5 kcal per mole
E = -102019.505 eV